Entry 1:
C4H7NO | ωB97M-V/def2-TZVPD

Each line ends with the Löwdin charge.
Geometry (Å):
C -1.25 0.55 0.41  -0.260
C -1.27 -0.83 -0.28  -0.107
C 0.06 0.24 0.99  0.102
C 1.20 0.71 0.22  -0.625
H 2.96 0.27 -0.67  0.109
O 1.37 1.92 0.33  0.056
H -2.07 0.64 1.13  0.107
H 2.06 -1.10 -0.19  0.101
N 2.05 -0.13 -0.46  0.156
H -0.79 -0.88 -1.25  0.086
H -0.76 -1.50 0.42  0.077
H -1.28 1.36 -0.32  0.116
H -2.26 -1.25 -0.35  0.083

Computed properties:
LUMO level ... 0.1 eV
Gap between HOMO and LUMO ... 8.88 eV
E_HOMO ... -8.789 eV
Energy relative to the best compared isomer or geometry (same formula, charge and spin) ... 85.4 kcal/mol
Total charge ... 0

=====

Entry 2:
C6H8 | ωB97M-V/def2-TZVPD

Each line ends with the Löwdin charge.
Geometry (Å):
H 2.39 1.42 0.97  0.082
C 0.27 1.99 0.46  0.040
C -0.77 1.11 -0.18  -0.236
C -0.76 -1.45 0.18  -0.072
C -0.15 -0.25 -0.57  -0.375
H -1.24 1.64 -1.01  0.111
C 1.26 -0.06 -0.12  -0.032
C 1.45 1.13 0.51  -0.138
H -1.57 1.00 0.57  0.117
H -1.75 -1.71 -0.21  0.079
H 2.02 -0.83 -0.27  0.117
H -0.20 -0.43 -1.65  0.144
H -0.12 -2.34 0.10  0.075
H -0.86 -1.20 1.24  0.086

Computed properties:
LUMO level ... -0.3 eV
Gap between HOMO and LUMO ... 7.78 eV
E_HOMO ... -8.075 eV
Energy relative to the best compared isomer or geometry (same formula, charge and spin) ... 62.9 kcal/mol
Total charge ... 0

=====

Entry 3:
C43H32ClCsN5O3P2 | ωB97M-V/def2-TZVPD

Each line ends with the Löwdin charge.
Geometry (Å):
C 0.59 -1.80 -1.96  -0.307
C -1.34 -3.83 0.74  -0.061
C -3.36 7.36 -0.58  -0.096
C -0.48 4.80 -3.45  -0.045
C 5.95 -0.95 -1.84  -0.081
H -1.94 -2.93 0.71  0.112
C 1.60 -0.71 3.51  -0.076
H -0.12 -5.01 -2.80  0.104
H -1.62 0.84 4.73  0.102
H 0.15 4.64 -4.32  0.099
H 0.88 -6.99 0.80  0.101
C 1.94 -0.54 4.84  -0.070
H 2.86 -2.40 -3.63  0.100
C 1.13 -1.94 3.04  -0.244
H 1.18 -3.64 5.97  0.101
C -0.59 3.77 -2.50  -0.129
H 7.10 -1.96 -3.33  0.099
N 2.14 2.34 -4.92  0.022
C 5.00 -2.30 -3.58  -0.076
O 1.80 0.49 -0.65  -0.563
H -2.66 -1.55 -2.87  0.107
H 1.72 -3.63 -1.95  0.105
H 6.81 -0.50 -1.36  0.101
C -3.62 2.75 2.72  -0.143
N 4.23 2.18 -6.28  0.049
H -4.62 4.11 1.40  0.124
C 3.56 -1.24 -1.97  -0.291
Cs -0.17 1.60 0.83  1.301
C -3.63 3.70 1.65  -0.103
C -1.10 -6.21 0.52  -0.086
H -2.33 -3.97 -3.26  0.101
C -1.51 -3.37 -2.90  -0.087
P 0.65 -2.05 1.29  0.703
H -5.77 2.67 2.76  0.103
C 1.79 -1.60 5.73  -0.084
H 1.72 0.13 2.83  0.089
C -2.53 1.25 4.31  -0.023
C -1.97 5.01 -1.16  -0.162
C 0.82 -4.86 1.03  -0.097
O -0.39 -1.04 1.01  -0.556
N -2.61 4.07 0.96  0.095
C 3.73 -2.03 -3.10  -0.082
C 0.26 -6.11 0.78  -0.084
C 1.31 -2.82 5.28  -0.082
C 6.11 -1.76 -2.95  -0.088
H 0.59 -3.94 3.60  0.098
C 3.27 2.22 -5.63  -0.458
C -1.16 5.96 -3.23  -0.022
N -1.31 3.85 -1.41  0.081
C -4.93 1.33 4.18  -0.697
H -2.63 8.11 -2.45  0.103
H 4.54 -0.03 -0.50  0.108
C 0.98 -2.99 3.94  -0.070
H 2.04 -1.47 6.77  0.102
C -0.28 -3.94 -2.64  -0.085
C 0.77 -3.17 -2.17  -0.104
C -2.66 7.28 -1.75  -0.063
P 1.95 -0.84 -1.25  0.683
H 2.59 -2.89 0.13  0.059
C 0.02 -3.72 1.00  -0.287
H -0.82 -0.16 -2.06  0.105
C 2.17 -1.89 0.31  -0.274
H -3.83 0.03 5.49  0.095
C -3.75 0.80 4.73  -0.128
H -3.89 6.41 1.28  0.105
C -4.86 2.28 3.19  -0.094
N 1.65 0.35 -3.52  0.126
C -2.70 5.12 0.07  -0.217
Cl -6.48 0.76 4.74  0.582
C 4.67 -0.69 -1.35  -0.076
H -1.12 6.79 -3.94  0.111
C -1.90 -5.08 0.50  -0.073
C -1.94 6.10 -2.06  -0.164
C -2.39 2.27 3.31  -0.464
C -3.38 6.29 0.33  -0.029
H 2.91 -1.33 0.90  0.063
H -1.53 -7.19 0.32  0.100
H -3.90 8.27 -0.34  0.097
O -1.26 2.70 2.96  -0.336
H 2.30 0.42 5.19  0.109
H -2.96 -5.16 0.28  0.106
C -0.65 -1.22 -2.23  -0.075
H -0.05 2.84 -2.67  0.094
C -1.69 -2.01 -2.68  -0.065
H 5.12 -2.91 -4.47  0.102
C 1.93 1.28 -4.17  -0.364
H 1.88 -4.78 1.23  0.109

Computed properties:
LUMO level ... 1.8 eV
Gap between HOMO and LUMO ... 6.24 eV
E_HOMO ... -4.457 eV
Total charge ... -1

=====

Entry 4:
C16H13N3O2S3 | ωB97M-V/def2-TZVPD

Each line ends with the Löwdin charge.
Geometry (Å):
C -0.91 -0.27 1.39  -0.952
H 2.60 -2.36 -1.89  0.121
H 0.63 -4.36 2.17  0.117
H 1.22 3.15 -0.60  0.102
N 0.04 0.28 0.72  -0.056
N -0.37 1.15 -0.19  -0.051
H -0.35 2.58 -2.30  0.078
H -1.40 7.16 0.57  0.102
C 0.39 6.05 0.93  -0.092
C -0.56 4.27 -0.98  -0.315
H -1.53 3.81 -2.85  0.083
S -0.69 -1.44 2.64  0.927
C 1.30 -4.71 0.17  0.013
C 1.11 -1.73 2.47  -0.388
O 1.81 -6.12 -2.06  0.080
C -0.82 6.28 0.31  -0.084
H -2.25 5.58 -1.11  0.111
O 2.57 -4.40 -3.11  0.081
C -1.10 3.30 -1.98  -0.389
C 1.40 -2.57 1.27  -0.295
H 1.59 -0.75 2.41  0.080
H 1.06 -5.76 0.16  0.120
H 1.39 -2.24 3.39  0.085
C 1.07 -3.92 1.28  -0.032
C 1.95 -2.00 0.12  -0.027
C -1.65 1.30 -0.22  -0.950
S -2.52 0.29 0.94  0.990
H 2.08 4.73 1.08  0.102
H 0.77 6.74 1.68  0.100
N 2.10 -4.94 -2.13  -0.365
H 2.18 -0.95 0.11  0.107
C 1.85 -4.13 -0.97  -0.152
C -1.30 5.40 -0.64  -0.059
S -2.51 2.35 -1.29  0.924
C 0.66 4.03 -0.35  -0.056
C 2.18 -2.78 -1.00  0.021
C 1.13 4.92 0.60  -0.079

Computed properties:
LUMO level ... -0.5 eV
SMILES ... O=[N+]([O-])c1ccc(CSc2nnc(SCc3ccccc3)s2)cc1
Gap between HOMO and LUMO ... 8.01 eV
E_HOMO ... -8.518 eV
Total charge ... 0

=====

Entry 5:
C3H4NO | ωB97M-V/def2-TZVPD

Each line ends with the Löwdin charge.
Geometry (Å):
H -1.78 -0.53 0.21  0.063
N -1.39 0.25 -0.35  -0.264
C 0.03 0.55 -0.06  -0.372
C 1.54 -1.53 -0.11  0.055
H 0.27 1.03 0.93  0.109
O -2.12 1.39 0.21  -0.523
C 1.04 -0.42 -0.25  -0.173
H 0.09 1.44 -0.79  0.118
H 2.31 -2.19 0.21  -0.013

Computed properties:
LUMO level ... 4.1 eV
SMILES ... C#CCN[O-]
Gap between HOMO and LUMO ... 5.74 eV
E_HOMO ... -1.671 eV
Energy relative to the best compared isomer or geometry (same formula, charge and spin) ... 46.9 kcal/mol
Total charge ... -1

=====

Entry 6:
C17H19Cl2GaN3 | ωB97M-V/def2-TZVPD

Each line ends with the Löwdin charge.
Geometry (Å):
N 0.93 7.76 4.77  0.128
C -1.58 4.49 2.22  -0.003
H 3.74 -3.99 -3.16  0.103
H 1.34 -2.42 -4.11  0.106
H -3.23 2.81 0.91  0.093
C 1.83 -3.40 -3.99  -0.203
C 2.93 -3.28 -2.91  -0.199
C 0.19 5.72 3.33  -0.258
C 1.13 4.77 2.91  -0.024
C 1.25 -3.93 -1.22  -0.191
H 1.44 2.91 1.82  0.105
C -2.46 0.80 0.39  -0.158
H 0.00 -4.50 -4.39  0.103
H -2.68 -1.50 2.10  -0.062
C -1.16 5.59 2.98  -0.028
H 0.68 1.16 1.08  0.118
Cl -1.14 -1.46 -1.87  0.233
H 3.37 -2.28 -2.96  0.101
H 2.29 -3.65 -4.95  0.096
C -2.43 2.10 0.81  -0.044
H -0.48 -5.05 -1.97  0.112
H -1.89 6.33 3.30  0.118
C -0.64 3.52 1.83  -0.176
H 0.96 -4.13 -0.18  0.044
H 3.14 -3.24 -0.72  0.101
N -1.10 2.36 1.18  -0.035
Cl 0.57 -2.26 1.65  0.128
H -0.42 -3.33 -2.38  -0.048
C -2.65 -1.74 1.02  -0.338
N -1.20 0.25 0.50  -0.072
H 1.29 -5.46 -3.66  0.106
C -0.38 1.20 0.92  -0.101
C 0.21 -4.24 -2.25  -0.268
Ga -1.03 -2.16 0.21  -0.282
C 2.44 -3.49 -1.51  -0.130
C 0.80 -4.48 -3.64  -0.215
C 0.72 3.66 2.15  0.004
H 2.17 4.88 3.18  0.117
C 0.61 6.85 4.12  -0.195
H -3.33 0.25 0.05  0.093
H -2.63 4.39 1.95  0.100
H -3.61 -1.82 0.49  -0.078

Computed properties:
LUMO level (spin up / spin down) ... 2.1 / 2.1 eV
Gap between HOMO and LUMO (spin up / spin down) ... 4.21 / 4.21 eV
E_HOMO (spin up / spin down) ... -2.087 / -2.083 eV
Energy relative to the best compared isomer or geometry (same formula, charge and spin) ... 7.4 kcal/mol
Total charge ... -1

=====

Entry 7:
C6H6N2O | ωB97M-V/def2-TZVPD

Each line ends with the Löwdin charge.
Geometry (Å):
H 3.58 0.15 0.18  0.100
C 1.76 -1.12 0.10  -0.033
H -3.25 0.92 1.04  0.265
H 2.48 2.00 0.02  0.139
N 0.43 -0.58 -0.48  -0.018
H 1.86 -2.17 0.49  0.119
C 1.71 1.10 0.04  -0.105
H -3.55 -1.27 -0.16  0.265
C 2.53 -0.08 0.26  -0.123
N -2.96 0.00 0.04  0.005
C -0.93 1.13 0.00  -0.031
H -1.09 2.35 -0.34  0.194
C 0.49 0.82 -0.24  -0.284
O -0.75 -1.13 -0.04  -0.003
C -1.61 -0.01 0.20  -0.491

Computed properties:
LUMO level ... -0.4 eV
Gap between HOMO and LUMO ... 7.05 eV
E_HOMO ... -7.404 eV
Energy relative to the best compared isomer or geometry (same formula, charge and spin) ... 205.8 kcal/mol
Total charge ... 0

=====

Entry 8:
C5H11NS | ωB97M-V/def2-TZVPD

Each line ends with the Löwdin charge.
Geometry (Å):
H -2.86 1.60 -0.06  0.061
C -2.76 0.43 0.20  -0.529
H -0.47 1.71 0.54  0.162
H 0.16 -1.93 0.27  0.005
C 1.68 -0.95 -0.35  -0.230
H 1.46 2.38 -0.56  0.137
H 1.16 1.04 -1.71  0.004
C -0.18 0.38 0.60  -0.563
H 1.84 0.55 0.99  0.132
N 1.48 1.29 -0.84  -0.004
H 2.70 -1.01 -0.90  0.143
H -3.62 -0.46 -0.18  0.096
H -2.40 0.24 1.58  0.138
C 1.20 0.19 0.23  -0.547
C 1.03 -2.16 -0.35  0.012
H 1.33 -3.20 -0.70  0.092
S -1.35 -0.21 -0.58  0.743
H -0.38 0.11 1.83  0.148

Computed properties:
LUMO level ... 0.7 eV
Gap between HOMO and LUMO ... 9.05 eV
E_HOMO ... -8.296 eV
Energy relative to the best compared isomer or geometry (same formula, charge and spin) ... 137.7 kcal/mol
Total charge ... 0

=====

> total charge of number 7 (C6H6N2O)?

0

=====

> Which value of total charge does entry 1 give?

0